Record 1
Here is a molecular structure, C8H16O14PtS2 in a non-equilibrium geometry from the Open Molecules 2025 dataset. Energies are from ωB97M-V with the def2-TZVPD basis set.

<S²>: 2.03
Net charge: -2
Lowest unoccupied orbital energy (spin up / spin down) (Ha): 0.1488 / 0.1078
Gap between HOMO and LUMO (spin up / spin down) (eV): 5.279 / 4.110
2S+1: 3
Energy relative to the best compared isomer or geometry (same formula, charge and spin) (kcal per mole): 124.4

```
41
Properties=species:S:1:pos:R:3:forces:R:3
Pt -1.00511 -1.08939 -1.81980 -1.8 -1.2 -0.3
S 0.43129 0.10045 -4.92131 1.5 2.4 -3.4
O -0.11361 0.81620 -3.76150 -0.5 0.9 1.9
O 0.06812 -1.23279 -4.51878 -0.9 -3.8 1.6
O -0.27807 0.44235 -6.14327 -0.2 0.3 0.0
O 1.86600 0.25471 -5.09238 0.1 0.1 0.6
S -3.88640 -2.99798 -1.48449 -1.9 -4.0 -1.0
O -4.77249 -3.56945 -0.47612 -0.7 -0.4 0.9
O -3.79774 -1.60270 -1.33165 0.3 7.1 0.4
O -2.52904 -3.44891 -1.28273 5.1 -1.2 0.9
O -4.28177 -3.40558 -2.81621 -0.9 -0.1 -1.4
C 3.98365 0.98101 0.69740 -0.7 0.9 0.3
C 4.39774 -0.34491 0.11476 -1.1 0.3 0.5
O 3.92916 -1.37906 1.03666 0.0 0.4 -0.4
C 2.76044 -2.07949 0.81710 0.5 0.1 -3.4
O 1.94607 -1.95532 -0.09676 1.6 0.3 2.3
O 2.88973 -3.08768 1.63440 0.8 -0.9 2.2
C 2.07485 -4.24820 1.61198 -0.9 0.5 -1.6
H 4.33470 1.87549 0.18286 -0.2 -0.3 -0.9
H 4.30986 1.24933 1.70224 0.2 -0.9 0.4
H 2.89443 0.94188 0.70996 -0.1 0.5 0.0
H 5.48129 -0.34449 -0.00360 -0.1 -0.9 0.1
H 3.86832 -0.49472 -0.82618 0.3 0.0 -0.2
H 1.18772 -4.04977 2.21341 -0.1 -0.4 -0.2
H 2.59015 -5.16735 1.89077 0.5 0.6 0.6
H 1.85625 -4.38065 0.55237 -0.8 -0.2 0.1
C -1.73074 5.20327 0.51181 -0.1 0.5 1.5
C -1.65078 3.74322 0.35840 -0.3 -2.3 -1.5
O -1.98791 3.02128 1.57307 0.7 0.6 0.8
C -1.76399 1.68714 1.75080 1.1 -0.1 -4.8
O -1.16436 1.00485 0.91724 -0.8 1.0 2.1
O -2.42952 1.31204 2.78828 -0.1 1.2 2.2
C -2.76211 -0.00959 3.04008 0.1 -2.7 -1.0
H -2.74048 5.48814 0.80741 0.0 0.5 -0.5
H -1.30814 5.67930 -0.37301 -0.5 0.1 0.0
H -1.09286 5.48075 1.35098 0.2 0.2 0.1
H -0.71121 3.54372 -0.15689 0.5 -0.8 1.0
H -2.35229 3.35526 -0.38015 -0.3 0.2 -0.1
H -1.99635 -0.75895 2.83966 0.7 0.5 -0.3
H -3.51270 -0.29788 2.30414 -0.5 -0.1 0.5
H -3.00210 -0.23551 4.07905 -0.5 0.9 -0.1
```
Positions in Å, forces in eV/Å.

In elementary charge units, the natural (NBO) charges are: atom 1 (Pt): 0.762, atom 2 (S): 2.553, atom 3 (O): -0.829, atom 4 (O): -0.752, atom 5 (O): -0.979, atom 6 (O): -1.014, atom 7 (S): 2.629, atom 8 (O): -1.092, atom 9 (O): -1.091, atom 10 (O): -1.096, atom 11 (O): -1.092, atom 12 (C): -0.639, atom 13 (C): -0.073, atom 14 (O): -0.533, atom 15 (C): 0.987, atom 16 (O): -0.613, atom 17 (O): -0.509, atom 18 (C): -0.257, atom 19 (H): 0.210, atom 20 (H): 0.201, atom 21 (H): 0.230, atom 22 (H): 0.178, atom 23 (H): 0.220, atom 24 (H): 0.198, atom 25 (H): 0.186, atom 26 (H): 0.215, atom 27 (C): -0.624, atom 28 (C): -0.071, atom 29 (O): -0.535, atom 30 (C): 0.992, atom 31 (O): -0.630, atom 32 (O): -0.492, atom 33 (C): -0.277, atom 34 (H): 0.207, atom 35 (H): 0.221, atom 36 (H): 0.203, atom 37 (H): 0.197, atom 38 (H): 0.194, atom 39 (H): 0.204, atom 40 (H): 0.226, atom 41 (H): 0.186


Record 2
Here is a molecular structure, C8H10CuO5 in a non-equilibrium geometry from the Open Molecules 2025 dataset. Energies are from ωB97M-V with the def2-TZVPD basis set.

<S²>: 0.75
Net charge: +2
Lowest unoccupied orbital energy (spin up / spin down) (Ha): -0.3493 / -0.4365
Gap between HOMO and LUMO (spin up / spin down) (eV): 9.157 / 6.776
2S+1: 2

```
24
Properties=species:S:1:pos:R:3:forces:R:3
Cu -0.24161 0.32531 -1.66932 1.8 -0.6 2.3
C 0.00916 2.72855 -0.19880 0.2 1.4 1.6
O 0.10797 3.40890 0.70277 -0.2 -1.3 -1.7
C -0.31921 1.55366 -3.06409 0.7 4.4 -6.6
O -0.31743 2.23911 -3.99630 -0.2 -3.1 4.6
C -2.16078 0.45125 -1.70578 -6.4 0.2 1.8
O -3.27856 0.62554 -1.49256 4.7 -0.7 -1.2
C 2.12562 0.45190 -1.84247 3.3 1.4 0.0
O 3.21054 0.81998 -1.85420 -3.8 -1.4 0.0
H -0.20516 -1.83886 -2.91641 0.0 0.2 -0.2
H -0.20077 -1.41537 -3.54674 0.0 -0.1 0.3
C -0.40830 -0.49166 2.59429 0.5 0.5 0.3
C 0.73200 -1.41527 2.16751 0.1 -0.8 -0.4
C 1.12368 -0.98087 0.76276 0.4 0.0 -0.2
O 0.00675 -0.14497 0.27967 -0.2 0.4 -0.9
C -1.04721 -0.02152 1.29929 -0.9 -0.6 0.3
H -1.11041 -1.00773 3.25310 0.0 0.1 -0.2
H 0.00438 0.35847 3.14955 -0.2 -0.1 -0.1
H 0.39825 -2.46289 2.13276 0.1 0.3 0.1
H 1.60863 -1.35010 2.81162 -0.2 0.0 0.1
H 2.03752 -0.35421 0.73214 -0.5 -0.2 0.1
H 1.21112 -1.80467 0.04404 0.1 0.1 0.3
H -1.87802 -0.68833 1.00091 0.4 0.3 0.1
H -1.40813 1.01376 1.35629 0.3 -0.2 -0.2
```
Positions in Å, forces in eV/Å.

In elementary charge units, the natural (NBO) charges are: atom 1 (Cu): 1.218, atom 2 (C): 0.438, atom 3 (O): -0.378, atom 4 (C): 0.428, atom 5 (O): -0.258, atom 6 (C): 0.455, atom 7 (O): -0.258, atom 8 (C): 0.471, atom 9 (O): -0.319, atom 10 (H): 0.003, atom 11 (H): 0.027, atom 12 (C): -0.440, atom 13 (C): -0.441, atom 14 (C): -0.067, atom 15 (O): -0.655, atom 16 (C): -0.082, atom 17 (H): 0.273, atom 18 (H): 0.240, atom 19 (H): 0.243, atom 20 (H): 0.267, atom 21 (H): 0.207, atom 22 (H): 0.209, atom 23 (H): 0.202, atom 24 (H): 0.217


no.,electronic energy (Eh)
1,-2283.29027
2,-2326.73493